Computed, not measured: an isolated molecule of CH6N4, with ωB97M-V/def2-TZVPD.

Values from the calculation:
structure (SMILES) = [H]/N=N/N(C)N
ΔE to the lowest compared entry with this formula, charge and spin = 60.81 kcal per mole
calculated total energy = -260.6049 Eh
orbital gap = 9.9 eV
max |F| = 3.3 eV Å⁻¹

```
11
CH6N4 (ωB97M-V/def2-TZVPD)
C 0.39 -1.20 -0.03
N -2.05 0.01 0.37
N -1.01 0.76 0.13
N 1.26 1.10 -0.13
N 0.19 0.24 0.14
H -0.66 -1.59 0.00
H 0.86 -1.38 -1.04
H 0.94 -1.76 0.77
H -2.86 0.67 0.56
H 1.38 1.95 0.33
H 1.58 1.21 -1.11
```